Entry 1:
Entry from OMol25: 2 unconnected molecules or ions with the total composition C3H8O4S2 in a non-equilibrium geometry (ωB97M-V with the def2-TZVPD basis set).

```
17
C3H8O4S2 | OMol25 | ωB97M-V with the def2-TZVPD basis set
C -0.523 0.238 -2.289
C -1.046 -0.364 2.535
C 0.315 1.465 -1.829
O 0.921 -2.183 2.148
O -0.724 -1.785 0.400
O 2.414 0.354 -2.866
O 1.014 -0.008 0.888
S 0.115 -1.270 1.426
S 1.949 1.470 -1.997
H -0.020 -0.275 -2.985
H -0.606 -0.257 -1.397
H -1.454 0.709 -2.694
H -2.007 -0.495 2.062
H -0.977 -0.848 3.516
H -0.748 0.680 2.683
H 1.543 0.287 1.709
H -0.166 2.282 -1.309
```

Results
2S+1: 1
gap between HOMO and LUMO: 9.167 eV
highest occupied orbital energy: -9.097 eV
ΔE to the lowest compared entry with this formula, charge and spin: 2.2 kcal per mole



Entry 2:
Entry from OMol25: 2 unconnected molecules or ions with the total composition C3H8O5PS in a non-equilibrium geometry (ωB97M-V with the def2-TZVPD basis set).

```
18
C3H8O5PS | OMol25 | ωB97M-V with the def2-TZVPD basis set
C 1.194 -2.154 0.425
C -0.525 2.533 0.068
C 0.220 -2.222 1.572
O 0.026 -0.219 -1.507
O 1.850 1.219 -2.621
O -3.009 -0.367 1.517
O 0.529 2.224 -0.696
O -1.044 -1.857 1.586
P 0.545 1.101 -1.998
S -1.808 -0.707 0.743
H 1.950 -1.347 0.491
H 1.648 -3.084 0.412
H 0.716 -1.890 -0.489
H -0.138 2.794 1.074
H -1.217 1.550 0.072
H -1.136 3.336 -0.320
H 0.468 -2.859 2.491
H -0.270 1.949 -2.821
```

Results
2S+1: 1
charge: -1
gap between HOMO and LUMO (spin up / spin down): 8.221 / 6.884 eV
highest occupied orbital energy (spin up / spin down): -4.837 / -4.123 eV
ΔE to the lowest compared entry with this formula, charge and spin: 37.6 kcal per mole



Entry 3:
Entry from OMol25: 2 unconnected molecules or ions with the total composition C3H8OS in a non-equilibrium geometry (ωB97M-V with the def2-TZVPD basis set).

```
13
C3H8OS | OMol25 | ωB97M-V with the def2-TZVPD basis set
C 2.242 1.553 -0.215
C 1.702 0.971 -1.269
O 1.250 -0.302 -1.292
H 2.147 2.622 -0.219
H 2.820 0.969 0.487
H 1.410 1.542 -2.140
H 1.409 -0.803 -0.491
C -1.858 -1.336 1.151
S -3.247 -1.185 0.003
H -1.026 -0.696 0.872
H -2.033 -1.128 2.203
H -1.527 -2.359 0.981
H -3.290 0.152 -0.072
```

Results
SMILES: C=CO.CS
2S+1: 1
gap between HOMO and LUMO: 9.782 eV
highest occupied orbital energy: -9.043 eV
ΔE to the lowest compared entry with this formula, charge and spin: 31.4 kcal per mole



Entry 4:
Entry from OMol25: a molecular structure, C3H8OS in a non-equilibrium geometry (ωB97M-V with the def2-TZVPD basis set).

```
13
C3H8OS | OMol25 | ωB97M-V with the def2-TZVPD basis set
C -0.121 0.021 -1.346
C -0.517 0.015 0.180
C 0.593 -0.612 0.887
H -1.239 1.322 -2.054
H 0.166 -1.037 -1.681
H 0.750 0.712 -1.560
H -1.607 -0.615 0.320
H -0.470 1.194 0.895
H -0.001 -1.441 1.496
H 0.959 -1.509 0.172
H 0.891 0.857 3.219
O -0.966 0.524 -2.290
S 1.561 0.568 1.760
```

Results
2S+1: 1
gap between HOMO and LUMO: 9.410 eV
highest occupied orbital energy: -9.190 eV
ΔE to the lowest compared entry with this formula, charge and spin: 99.4 kcal per mole



Entry 5:
Entry from OMol25: a single C3H8OS molecule in a non-equilibrium geometry (ωB97M-V with the def2-TZVPD basis set).

```
13
C3H8OS | OMol25 | ωB97M-V with the def2-TZVPD basis set
C -1.368 -0.771 -0.228
C -0.500 0.181 0.456
S -0.615 1.964 -0.009
C 1.026 -0.283 0.184
O 1.952 0.682 -0.103
H -1.329 -1.729 0.255
H -2.264 -0.273 -0.436
H -0.944 -0.865 -1.238
H -0.648 -0.011 1.492
H 0.671 2.107 0.309
H 1.306 -0.836 1.022
H 0.852 -1.013 -0.661
H 1.861 0.847 -1.043
```

Results
SMILES: C[C@H](S)CO
2S+1: 1
gap between HOMO and LUMO: 9.859 eV
highest occupied orbital energy: -9.020 eV
ΔE to the lowest compared entry with this formula, charge and spin: 23.1 kcal per mole



Entry 6:
Entry from OMol25: 2 unconnected molecules or ions with the total composition C3H8OS in a non-equilibrium geometry (ωB97M-V with the def2-TZVPD basis set).

```
13
C3H8OS | OMol25 | ωB97M-V with the def2-TZVPD basis set
S -1.354 2.041 -1.036
H -0.249 1.541 -0.468
H -2.106 1.491 -0.071
C 1.885 -0.477 1.890
C 0.847 -1.242 1.206
C 0.611 -1.132 -0.166
O -0.296 -1.828 -0.707
H 2.463 -1.136 2.542
H 2.563 0.033 1.205
H 1.445 0.285 2.547
H 0.289 -1.972 1.782
H 1.212 -0.481 -0.796
H -0.391 -1.632 -1.657
```

Results
<S²>: 0.754
2S+1: 2
charge: +1
gap between HOMO and LUMO (spin up / spin down): 8.958 / 5.359 eV
highest occupied orbital energy (spin up / spin down): -13.343 / -13.340 eV
ΔE to the lowest compared entry with this formula, charge and spin: 0.0 kcal per mole



Entry 7:
Entry from OMol25: a single C3H8OS2 molecule in a non-equilibrium geometry (ωB97M-V with the def2-TZVPD basis set).

```
14
C3H8OS2 | OMol25 | ωB97M-V with the def2-TZVPD basis set
O 1.527 0.732 -1.774
C 0.971 0.894 -0.513
C -0.094 -0.315 -0.105
S 0.621 -1.893 0.194
C -0.767 0.233 1.212
S -2.468 -0.703 1.438
H 2.449 0.534 -1.716
H 1.670 1.078 0.342
H 0.212 1.711 -0.532
H -0.890 -0.466 -0.945
H 0.654 -2.297 -1.042
H -0.866 1.345 1.154
H -0.178 0.078 2.046
H -2.840 -0.931 0.242
```

Results
SMILES: OC[C@@H](S)CS
2S+1: 1
gap between HOMO and LUMO: 9.565 eV
highest occupied orbital energy: -8.864 eV
ΔE to the lowest compared entry with this formula, charge and spin: 29.9 kcal per mole



Entry 8:
Entry from OMol25: 2 unconnected molecules or ions with the total composition C3H8OS2 in a non-equilibrium geometry (ωB97M-V with the def2-TZVPD basis set).

```
14
C3H8OS2 | OMol25 | ωB97M-V with the def2-TZVPD basis set
C 0.062 1.867 -2.290
C 0.631 0.682 -2.079
O 1.583 0.449 -1.108
H -0.874 1.752 -2.824
H 0.496 2.815 -2.013
H 0.389 -0.172 -2.708
H 1.309 -0.333 -0.552
C -0.340 1.224 1.423
S -1.242 -0.417 1.407
S 0.216 -1.596 0.438
H -1.078 2.005 1.684
H 0.483 1.062 2.107
H 0.034 1.419 0.435
H 0.577 -2.347 1.498
```

Results
SMILES: C=CO.CSS
2S+1: 1
gap between HOMO and LUMO: 9.163 eV
highest occupied orbital energy: -8.980 eV
ΔE to the lowest compared entry with this formula, charge and spin: 35.3 kcal per mole



Entry 9:
Entry from OMol25: 2 unconnected molecules or ions with the total composition C3H8OS2 (ωB97M-V with the def2-TZVPD basis set).

```
14
C3H8OS2 | OMol25 | ωB97M-V with the def2-TZVPD basis set
C -1.933 -0.896 -0.721
C -1.755 0.349 -0.284
O -1.670 0.683 1.044
H -2.062 -1.076 -1.782
H -2.217 -1.626 0.029
H -1.771 1.181 -0.977
H -1.294 -0.106 1.461
C 2.089 -0.477 -0.349
S 2.801 1.106 0.145
S 1.578 1.636 1.734
H 2.826 -0.963 -0.992
H 1.832 -1.087 0.515
H 1.187 -0.318 -0.937
H 0.391 1.594 1.117
```

Results
SMILES: C=CO.CSS
2S+1: 1
gap between HOMO and LUMO: 9.228 eV
highest occupied orbital energy: -8.585 eV
ΔE to the lowest compared entry with this formula, charge and spin: 23.7 kcal per mole



Entry 10:
Entry from OMol25: 2 unconnected molecules or ions with the total composition C3H8OS2 in a non-equilibrium geometry (ωB97M-V with the def2-TZVPD basis set).

```
14
C3H8OS2 | OMol25 | ωB97M-V with the def2-TZVPD basis set
C -2.826 -1.587 -1.225
C -2.627 -0.346 -0.782
O -2.164 0.049 0.438
H -3.225 -1.589 -2.229
H -2.629 -2.553 -0.789
H -2.672 0.498 -1.456
H -2.048 -0.757 0.943
C 1.579 -1.170 -0.561
S 2.177 0.502 -0.168
S 0.791 1.071 1.252
H 2.356 -1.752 -1.047
H 1.223 -1.731 0.298
H 0.762 -1.042 -1.271
H 0.125 1.902 0.412
```

Results
SMILES: C=CO.CSS
2S+1: 1
gap between HOMO and LUMO: 9.449 eV
highest occupied orbital energy: -8.776 eV
ΔE to the lowest compared entry with this formula, charge and spin: 24.2 kcal per mole



Entry 11:
Entry from OMol25: a single C3H8OSi molecule in a non-equilibrium geometry (ωB97M-V with the def2-TZVPD basis set).

```
13
C3H8OSi | OMol25 | ωB97M-V with the def2-TZVPD basis set
C -0.460 -1.681 0.228
Si 0.350 0.048 0.205
C -0.940 1.576 -0.052
C 2.096 0.086 -0.450
O 1.783 0.276 0.969
H -0.853 -2.149 -0.604
H 0.497 -2.323 0.405
H -1.155 -1.960 0.996
H -1.493 1.642 0.915
H -0.427 2.540 0.125
H -1.696 1.602 -0.926
H 2.489 0.897 -1.013
H 2.839 -0.653 -0.617
```

Results
SMILES: C[Si]1(C)CO1
2S+1: 1
gap between HOMO and LUMO: 9.932 eV
highest occupied orbital energy: -9.176 eV
ΔE to the lowest compared entry with this formula, charge and spin: 31.3 kcal per mole



Entry 12:
Entry from OMol25: a single C3H8OSi molecule in a non-equilibrium geometry (ωB97M-V with the def2-TZVPD basis set).

```
13
C3H8OSi | OMol25 | ωB97M-V with the def2-TZVPD basis set
C -0.329 1.581 -1.071
C -0.764 0.075 -0.614
O -1.259 -0.683 -1.395
C -0.420 -0.015 0.750
Si 1.021 -1.442 0.812
H -0.983 2.150 -0.346
H 0.796 1.632 -0.859
H -0.496 1.740 -2.109
H -0.145 0.865 1.333
H -1.148 -0.647 1.349
H 2.186 -0.754 0.166
H 0.665 -2.515 -0.169
H 0.875 -1.987 2.153
```

Results
SMILES: CC(=O)C[SiH3]
2S+1: 1
gap between HOMO and LUMO: 10.033 eV
highest occupied orbital energy: -9.190 eV
ΔE to the lowest compared entry with this formula, charge and spin: 42.1 kcal per mole